Entry 1:
A 9-piece molecular cluster, C26H54BFIO24 overall, computed with ωB97M-V/def2-TZVPD.

Element x y z (Å)
C -0.92 -0.45 9.41
C 0.15 0.40 8.75
F 1.34 -0.42 8.72
B -0.20 0.94 7.26
I -0.80 3.19 7.42
H -0.49 -1.07 10.19
H -1.43 -1.09 8.68
H -1.68 0.20 9.85
H 0.39 1.23 9.41
H -1.18 0.41 6.78
H 0.73 0.91 6.50
C 2.71 -1.66 6.16
O 3.25 -2.15 4.91
C 2.58 -1.74 3.85
O 1.59 -1.04 3.85
O 3.17 -2.22 2.75
C 2.52 -1.84 1.53
H 3.35 -2.08 6.93
H 2.73 -0.58 6.19
H 1.69 -2.00 6.29
H 2.52 -0.76 1.42
H 1.50 -2.21 1.50
H 3.11 -2.29 0.73
C -1.60 11.25 8.42
O -1.14 9.95 8.06
C -1.91 8.95 8.50
O -2.92 9.10 9.16
O -1.39 7.81 8.11
C -2.12 6.63 8.51
H -0.88 11.94 7.99
H -2.59 11.44 8.01
H -1.64 11.36 9.50
H -3.12 6.66 8.10
H -2.17 6.58 9.60
H -1.57 5.78 8.12
C -1.03 0.61 3.46
O -1.63 1.29 2.33
C -2.29 0.53 1.49
O -2.47 -0.66 1.56
O -2.80 1.31 0.52
C -3.58 0.61 -0.44
H -0.59 1.39 4.07
H -1.79 0.08 4.03
H -0.27 -0.09 3.12
H -4.44 0.12 0.03
H -2.98 -0.15 -0.95
H -3.92 1.36 -1.15
C 6.04 -3.89 0.54
O 6.56 -4.34 -0.72
C 5.87 -3.92 -1.77
O 4.88 -3.24 -1.75
O 6.46 -4.39 -2.88
C 5.80 -4.01 -4.09
H 6.69 -4.31 1.30
H 6.04 -2.81 0.59
H 5.02 -4.26 0.68
H 5.78 -2.93 -4.19
H 4.78 -4.39 -4.11
H 6.38 -4.46 -4.89
C -5.96 3.83 7.89
O -5.62 3.87 6.50
C -5.34 2.67 5.98
O -5.40 1.63 6.57
O -4.98 2.85 4.71
C -4.54 1.65 4.06
H -6.16 4.86 8.17
H -6.84 3.21 8.06
H -5.13 3.44 8.47
H -5.34 0.90 4.05
H -3.67 1.24 4.57
H -4.28 1.95 3.05
C 2.10 -6.26 -8.67
O 2.69 -5.37 -7.72
C 1.81 -4.64 -7.03
O 0.61 -4.67 -7.17
O 2.48 -3.86 -6.18
C 1.65 -3.00 -5.38
H 2.94 -6.76 -9.15
H 1.45 -6.98 -8.18
H 1.52 -5.70 -9.41
H 0.97 -3.60 -4.77
H 1.08 -2.33 -6.01
H 2.35 -2.45 -4.75
C -1.36 -3.14 -8.71
O -2.42 -2.74 -9.60
C -3.26 -1.85 -9.09
O -3.21 -1.37 -7.99
O -4.19 -1.57 -10.01
C -5.17 -0.62 -9.58
H -0.78 -3.86 -9.26
H -0.76 -2.27 -8.44
H -1.76 -3.59 -7.81
H -4.69 0.33 -9.33
H -5.71 -0.99 -8.70
H -5.84 -0.50 -10.42
C 3.19 1.89 -9.79
O 3.61 0.59 -10.24
C 2.90 -0.41 -9.74
O 1.98 -0.31 -8.98
O 3.39 -1.56 -10.22
C 2.69 -2.71 -9.75
H 3.86 2.59 -10.28
H 2.16 2.08 -10.08
H 3.28 1.96 -8.71
H 1.65 -2.68 -10.05
H 2.77 -2.78 -8.66
H 3.19 -3.57 -10.21

Summary:
Lowest unoccupied orbital energy in hartree: 0.053
Total charge: -1
Gap between HOMO and LUMO in eV: 6.4
Highest occupied orbital energy in eV: -4.983

Atomic partial charges in e from the Löwdin method, atoms 1 to 6:
1. C -0.0977
2. C -0.4677
3. F -0.1261
4. B -0.8519
5. I 0.5374
6. H 0.0661

---

Entry 2:
C17H28IrN7Se4Te as an isolated structure, computed with ωB97M-V/def2-TZVPD.

Element x y z (Å)
Ir -0.68 1.28 1.43
Se 1.55 1.97 1.49
Se 1.80 3.32 3.34
Te -0.38 4.59 3.50
Se -1.75 3.55 1.80
N -3.17 -2.48 -0.10
C -3.52 -2.11 1.32
C -2.46 -1.19 1.88
N -2.57 0.20 1.38
H -3.99 -2.60 -0.69
H -2.66 -3.36 -0.12
H -2.51 -1.75 -0.53
H -3.60 -3.03 1.89
H -4.50 -1.63 1.31
H -1.46 -1.58 1.65
H -2.52 -1.16 2.97
H -3.26 0.70 1.93
H -2.86 0.22 0.40
C -0.79 -0.20 6.04
C -1.78 0.64 5.56
C -1.71 1.13 4.27
C -0.65 0.82 3.41
C 0.35 -0.03 3.93
C 0.28 -0.53 5.22
H -0.84 -0.59 7.05
H -2.62 0.91 6.20
H -2.51 1.79 3.93
H 1.20 -0.29 3.32
H 1.07 -1.18 5.59
Se -0.82 -2.03 -2.60
N -0.25 -0.72 -3.69
C -0.40 0.44 -3.01
C -0.15 1.70 -3.56
C -0.21 2.80 -2.73
C -0.49 2.61 -1.38
N -0.76 1.42 -0.82
C -0.81 0.34 -1.63
N -1.19 -0.88 -1.22
H 0.06 1.79 -4.62
H -0.04 3.80 -3.09
H -0.47 3.46 -0.71
N 2.59 -0.73 -4.19
C 3.22 0.51 -3.61
C 3.04 0.51 -2.09
N 3.50 -0.70 -1.45
C 2.97 -1.90 -2.04
C 3.15 -1.97 -3.56
H 2.75 -0.75 -5.19
H 1.54 -0.71 -4.07
H 2.74 1.37 -4.08
H 4.27 0.48 -3.88
H 1.99 0.67 -1.85
H 3.59 1.37 -1.70
H 4.51 -0.72 -1.36
H 1.90 -1.97 -1.81
H 3.45 -2.77 -1.60
H 2.63 -2.83 -3.99
H 4.20 -2.02 -3.83

Summary:
Lowest unoccupied orbital energy (spin up / spin down) in hartree: -0.193 / -0.256
Total charge: +2
Spin multiplicity: 5
Energy relative to the best compared isomer or geometry (same formula, charge and spin) in kcal/mol: 0.0
Gap between HOMO and LUMO (spin up / spin down) in eV: 6.5 / 6.1
Highest occupied orbital energy (spin up / spin down) in eV: -11.794 / -13.060

Atomic partial charges in e from the natural (NBO) method, atoms 1 to 6:
1. Ir 0.5679
2. Se 0.1109
3. Se -0.0211
4. Te 0.5796
5. Se -0.2533
6. N -0.7288

---

Entry 3:
A 14-piece molecular cluster, C6H41N2O13 overall in a non-equilibrium geometry, computed with ωB97M-V/def2-TZVPD.

Element x y z (Å)
C -1.85 -0.77 -2.32
C -0.39 -0.90 -2.00
C -0.05 -0.40 -0.60
C 0.94 -1.38 0.05
C 0.72 -2.71 0.11
C 2.57 0.41 0.89
N 2.07 -0.99 0.75
N 0.41 -0.08 -3.10
H -2.62 -1.46 -1.92
H -2.34 0.13 -2.00
H -1.98 -0.72 -3.42
H -0.06 -1.94 -2.13
H 0.41 0.57 -0.46
H -1.04 -0.21 -0.08
H 1.50 -3.30 0.56
H 0.02 -3.34 -0.39
H 2.19 0.99 0.06
H 3.64 0.44 0.99
H 2.18 0.70 1.89
H 2.21 -1.47 1.61
H 0.02 0.87 -3.28
H 0.37 -0.66 -3.94
H 1.41 0.07 -2.72
H -1.99 0.04 2.49
H -2.85 0.17 1.19
O -2.43 0.68 1.89
H -1.59 -2.05 1.05
H -3.03 -2.80 1.60
O -2.54 -2.04 1.28
H 0.38 2.72 -4.98
H -0.39 3.12 -3.70
O -0.15 2.34 -4.26
H -1.57 -3.84 3.07
H -0.55 -2.97 3.81
O -0.70 -3.46 2.96
H -0.42 -1.26 4.82
H 0.91 -1.76 5.33
O 0.07 -2.09 5.03
H -2.16 -0.65 4.30
H -1.82 0.91 4.70
O -1.54 0.08 4.32
H 3.66 -0.15 -2.47
H 3.05 -0.76 -1.30
O 2.95 -0.77 -2.27
H -0.86 2.63 -0.83
H 0.12 3.65 -1.32
O -0.56 3.04 -1.69
H 3.09 3.19 -2.17
H 2.18 2.11 -1.56
O 2.90 2.25 -2.17
H 1.41 -2.87 2.59
H 2.31 -3.38 3.76
O 2.03 -2.59 3.27
H -1.37 3.39 0.98
H -1.45 1.83 1.26
O -0.88 2.55 0.81
H -3.77 1.07 -4.29
H -3.67 1.74 -3.06
O -3.75 0.82 -3.35
H 1.95 4.32 -0.26
H 1.28 3.47 0.79
O 1.46 3.48 -0.17

Summary:
Lowest unoccupied orbital energy in hartree: -0.086
Total charge: +1
Energy relative to the best compared isomer or geometry (same formula, charge and spin) in kcal/mol: 109.9
Gap between HOMO and LUMO in eV: 8.2
Highest occupied orbital energy in eV: -10.526

Atomic partial charges in e from the natural (NBO) method, atoms 1 to 6:
1. C -0.6633
2. C -0.0289
3. C -0.5147
4. C 0.1941
5. C -0.5289
6. C -0.4218

---

Entry 4:
A 6-piece molecular cluster, C6H23BrNO5 overall in a non-equilibrium geometry, computed with ωB97M-V/def2-TZVPD.

Element x y z (Å)
Br -0.09 -0.84 2.58
C -6.32 0.04 5.71
C -5.01 -0.59 5.19
O -4.19 -0.88 6.28
H -6.95 -0.62 6.30
H -6.92 0.24 4.82
H -6.20 0.97 6.26
H -4.41 0.11 4.62
H -5.21 -1.47 4.59
H -3.33 -1.07 5.88
C 1.47 0.35 -4.39
C 2.76 -0.47 -4.15
C 4.09 0.35 -4.44
O 4.10 0.97 -5.72
C 4.01 0.06 -6.84
N 2.73 -0.61 -2.69
H 0.59 -0.28 -4.31
H 1.27 0.81 -5.36
H 1.29 1.20 -3.73
H 2.57 -1.34 -4.79
H 5.01 -0.22 -4.37
H 4.06 1.21 -3.78
H 4.17 0.68 -7.72
H 3.05 -0.43 -7.03
H 4.75 -0.74 -6.76
H 2.67 0.28 -2.23
H 1.93 -1.07 -2.27
O -0.31 -5.46 4.98
H -1.26 -5.59 4.90
H -0.13 -4.69 4.45
O 0.92 3.36 4.31
H 1.22 2.50 4.03
H 0.19 3.17 4.90
O -0.74 3.43 -0.11
H -0.94 4.05 0.59
H -0.81 2.57 0.32

Summary:
Lowest unoccupied orbital energy in hartree: 0.094
Total charge: -1
Energy relative to the best compared isomer or geometry (same formula, charge and spin) in kcal/mol: 0.0
Gap between HOMO and LUMO in eV: 6.8
Highest occupied orbital energy in eV: -4.256

Atomic partial charges in e from the natural (NBO) method, atoms 1 to 6:
1. Br -0.9985
2. C -0.6268
3. C -0.0599
4. O -0.7287
5. H 0.2030
6. H 0.2020

---

Entry 5:
A 2-piece molecular cluster, C5H10N2O overall in a non-equilibrium geometry, computed with ωB97M-V/def2-TZVPD.

Element x y z (Å)
H 0.42 -1.90 0.97
N 1.01 -1.17 1.37
C 0.77 0.01 0.98
C -0.86 0.68 1.06
N -1.75 -0.48 0.87
H 1.45 0.78 1.34
H -0.95 1.12 2.06
H -1.04 1.39 0.25
H -1.45 -1.21 1.52
H -2.72 -0.26 1.03
C 1.66 1.32 -1.32
C 1.02 0.19 -1.10
C 0.25 -0.73 -1.74
O -0.80 -1.41 -1.36
H 2.40 1.70 -0.63
H 1.41 1.96 -2.15
H 0.56 -0.99 -2.75
H -1.37 -0.99 -0.41

Summary:
Lowest unoccupied orbital energy (spin up / spin down) in hartree: -0.001 / -0.001
Total charge: 0
Energy relative to the best compared isomer or geometry (same formula, charge and spin) in kcal/mol: 123.7
Gap between HOMO and LUMO (spin up / spin down) in eV: 7.4 / 7.4
Highest occupied orbital energy (spin up / spin down) in eV: -7.455 / -7.456

Atomic partial charges in e from the natural (NBO) method, atoms 1 to 6:
1. H 0.3255
2. N -0.7253
3. C 0.1336
4. C -0.2838
5. N -0.8234
6. H 0.1678

---

Entry 6:
One molecule with the formula C5H3F5 in a non-equilibrium geometry, computed with ωB97M-V/def2-TZVPD.

Element x y z (Å)
C -0.32 -0.06 0.06
C 0.14 1.19 0.50
C 0.96 2.07 1.47
C 1.92 2.04 2.64
F 1.73 3.08 3.42
F 1.67 1.02 3.38
F 3.23 2.01 2.30
C -0.16 2.61 0.76
F -0.02 3.57 -0.12
F -1.35 2.92 1.38
H 0.43 -0.88 0.17
H -0.58 -0.04 -1.06
H -1.15 -0.26 0.70

Summary:
Lowest unoccupied orbital energy in hartree: -0.007
Total charge: 0
Energy relative to the best compared isomer or geometry (same formula, charge and spin) in kcal/mol: 25.6
Gap between HOMO and LUMO in eV: 10.4
Highest occupied orbital energy in eV: -10.572

Atomic partial charges in e from the natural (NBO) method, atoms 1 to 6:
1. C -0.7021
2. C 0.1307
3. C -0.1645
4. C 0.9651
5. F -0.3056
6. F -0.2980

---

Entry 7:
A 2-piece molecular cluster, C2H3ClN4S overall in a non-equilibrium geometry, computed with ωB97M-V/def2-TZVPD.

Element x y z (Å)
C 0.73 0.32 -0.42
C -1.30 -0.55 0.81
N 1.91 0.81 0.04
N 1.78 0.88 1.33
N 0.67 0.37 1.77
N -0.01 0.09 0.67
S 0.32 -0.60 -2.90
Cl 0.78 1.00 -3.96
H -1.69 -0.68 -0.15
H -1.19 -1.54 1.27
H -1.99 -0.11 1.54

Summary:
Lowest unoccupied orbital energy (spin up / spin down) in hartree: -0.109 / -0.110
Total charge: 0
Energy relative to the best compared isomer or geometry (same formula, charge and spin) in kcal/mol: 70.1
Gap between HOMO and LUMO (spin up / spin down) in eV: 7.2 / 7.1
Highest occupied orbital energy (spin up / spin down) in eV: -10.146 / -10.110

Atomic partial charges in e from the natural (NBO) method, atoms 1 to 6:
1. C 0.3542
2. C -0.4107
3. N -0.3437
4. N -0.0571
5. N -0.0821
6. N -0.2508

---

Please write out number 5 again, unchanged.
A 2-piece molecular cluster, C5H10N2O overall in a non-equilibrium geometry, computed with ωB97M-V/def2-TZVPD.

Element x y z (Å)
H 0.42 -1.90 0.97
N 1.01 -1.17 1.37
C 0.77 0.01 0.98
C -0.86 0.68 1.06
N -1.75 -0.48 0.87
H 1.45 0.78 1.34
H -0.95 1.12 2.06
H -1.04 1.39 0.25
H -1.45 -1.21 1.52
H -2.72 -0.26 1.03
C 1.66 1.32 -1.32
C 1.02 0.19 -1.10
C 0.25 -0.73 -1.74
O -0.80 -1.41 -1.36
H 2.40 1.70 -0.63
H 1.41 1.96 -2.15
H 0.56 -0.99 -2.75
H -1.37 -0.99 -0.41

Summary:
Lowest unoccupied orbital energy (spin up / spin down) in hartree: -0.001 / -0.001
Total charge: 0
Energy relative to the best compared isomer or geometry (same formula, charge and spin) in kcal/mol: 123.7
Gap between HOMO and LUMO (spin up / spin down) in eV: 7.4 / 7.4
Highest occupied orbital energy (spin up / spin down) in eV: -7.455 / -7.456

Atomic partial charges in e from the natural (NBO) method, atoms 1 to 6:
1. H 0.3255
2. N -0.7253
3. C 0.1336
4. C -0.2838
5. N -0.8234
6. H 0.1678